1) {
  "formula": "C5H9NO4",
  "method": "ωB97M-V/def2-TZVPD",
  "species": ["N", "C", "O", "C", "C", "O", "C", "C", "O", "H", "H", "H", "H", "H", "H", "H", "O", "H", "H"],
  "positions_angstrom": [[-1.55, 0.51, 0.88], [-1.14, -0.25, -0.20], [-1.91, -0.66, -1.06], [0.35, -0.10, -0.55], [0.74, -1.20, -1.52], [0.78, -1.05, -2.72], [0.80, 1.33, -0.90], [1.71, 1.20, 0.33], [1.21, -0.13, 0.60], [-2.17, 1.29, 0.71], [-1.00, 0.57, 1.73], [1.00, -2.16, -1.04], [1.31, 1.41, -1.87], [0.02, 2.09, -0.84], [2.79, 1.19, 0.13], [1.48, 1.88, 1.16], [-1.72, -2.24, 1.50], [-1.91, -1.26, 1.89], [-0.81, -2.43, 1.78]],
  "lumo_ev": 0.3,
  "homo_energy_ev": -9.7,
  "smiles": "NC(=O)[C@@]1(C=O)CCO1.O",
  "gap_ev": 10.03
}

2) {
  "formula": "C5H9NO4",
  "method": "ωB97M-V/def2-TZVPD",
  "species": ["C", "C", "O", "C", "C", "O", "O", "C", "N", "O", "H", "H", "H", "H", "H", "H", "H", "H", "H"],
  "positions_angstrom": [[-1.31, 5.45, -1.28], [-0.17, 4.52, -1.64], [0.86, 4.69, -0.68], [2.16, 4.54, -1.17], [2.85, 3.33, -0.56], [3.65, 2.66, -1.17], [2.51, 3.12, 0.73], [-0.67, 3.07, -1.69], [-0.04, 2.20, -0.89], [-1.57, 2.75, -2.47], [-1.68, 5.23, -0.27], [-0.96, 6.49, -1.31], [-2.13, 5.34, -2.00], [0.21, 4.76, -2.65], [2.18, 4.37, -2.26], [2.78, 5.43, -0.96], [3.01, 2.36, 1.07], [0.44, 1.40, -1.29], [-0.02, 2.32, 0.14]],
  "lumo_ev": 0.5,
  "homo_energy_ev": -9.7,
  "smiles": "C[C@@H](OCC(=O)O)C(N)=O",
  "gap_ev": 10.20
}

3) {
  "formula": "C5H9NO4",
  "method": "ωB97M-V/def2-TZVPD",
  "species": ["C", "C", "C", "C", "C", "H", "H", "H", "H", "H", "H", "H", "H", "H", "N", "O", "O", "O", "O"],
  "positions_angstrom": [[2.46, 0.99, -0.12], [1.78, -0.48, -0.25], [-0.32, 0.52, -0.32], [-1.75, 0.49, 0.41], [-2.92, -0.34, -0.14], [2.55, 1.61, 0.94], [1.93, 2.03, -0.78], [3.39, 0.65, -0.19], [0.95, -2.57, -0.14], [0.17, 1.34, 0.32], [-0.37, 0.69, -1.43], [-1.81, 1.59, 0.53], [-1.35, 0.48, 1.58], [-1.50, -1.55, 0.02], [0.53, -0.51, -0.01], [2.51, -1.44, -0.21], [0.25, -1.94, 0.26], [-2.43, -1.62, -0.17], [-4.07, 0.06, -0.32]],
  "lumo_ev": 0.1,
  "homo_energy_ev": -10.3,
  "gap_ev": 10.38
}

4) {
  "formula": "C5H9NO4",
  "method": "ωB97M-V/def2-TZVPD",
  "species": ["C", "C", "O", "C", "N", "C", "O", "O", "C", "O", "H", "H", "H", "H", "H", "H", "H", "H", "H"],
  "positions_angstrom": [[-0.26, 1.49, 1.23], [-0.56, 0.87, -0.13], [-1.45, 1.66, -0.88], [0.72, 0.66, -0.96], [1.23, -0.65, -0.55], [-0.04, -1.62, -0.30], [-0.31, -2.34, -1.29], [0.58, -2.31, 0.95], [-1.09, -0.55, 0.08], [-2.20, -0.81, 0.46], [0.47, 0.90, 1.81], [0.15, 2.50, 1.08], [-1.18, 1.57, 1.82], [-2.27, 1.77, -0.38], [0.46, 0.61, -2.02], [1.47, 1.44, -0.81], [1.85, -1.09, -1.24], [1.72, -0.88, 0.47], [0.73, -3.22, 0.66]],
  "lumo_ev": 0.4,
  "homo_energy_ev": -8.8,
  "smiles": "C[C@@]1(O)C[NH2+][C@@]([O-])(O)C1=O",
  "gap_ev": 9.15
}

2) is preferred energetically. Next in line: 0.0497 hartree higher.

1) {
  "formula": "C9H14O",
  "method": "ωB97M-V/def2-TZVPD",
  "species": ["C", "C", "C", "C", "C", "O", "C", "C", "H", "H", "H", "H", "H", "H", "H", "H", "C", "C", "H", "H", "H", "H", "H", "H"],
  "positions_angstrom": [[-0.06, 0.78, -2.44], [0.34, 1.06, -1.02], [1.05, 0.16, -0.24], [1.37, 0.42, 1.10], [1.18, 1.67, 1.65], [1.76, 2.20, 2.78], [0.56, 2.62, 0.83], [0.05, 2.28, -0.41], [-0.68, -0.11, -2.39], [0.76, 0.61, -3.13], [-0.75, 1.52, -2.81], [1.69, -0.60, -0.63], [1.81, -0.41, 1.65], [2.44, 1.58, 3.09], [0.67, 3.66, 1.15], [-0.58, 3.00, -0.93], [-1.48, -1.79, 0.39], [-1.45, -3.25, -0.03], [-1.02, -1.68, 1.38], [-0.83, -1.20, -0.23], [-2.50, -1.47, 0.59], [-2.12, -3.55, -0.83], [-1.77, -3.90, 0.78], [-0.43, -3.57, -0.28]],
  "lumo_ev": 0.8,
  "homo_energy_ev": -8.4,
  "smiles": "Cc1ccc(O)cc1.CC",
  "gap_ev": 9.28
}

2) {
  "formula": "C9H14O",
  "method": "ωB97M-V/def2-TZVPD",
  "species": ["C", "C", "C", "C", "C", "O", "C", "C", "H", "H", "H", "H", "H", "H", "H", "H", "C", "C", "H", "H", "H", "H", "H", "H"],
  "positions_angstrom": [[1.77, -0.80, 1.98], [0.97, -0.82, 0.77], [1.62, -0.83, -0.48], [0.82, -1.00, -1.60], [-0.57, -1.11, -1.49], [-1.38, -1.69, -2.45], [-1.26, -0.87, -0.31], [-0.41, -0.69, 0.78], [2.76, -1.24, 1.86], [1.39, -1.47, 2.77], [1.93, 0.13, 2.57], [2.66, -0.62, -0.63], [1.20, -0.94, -2.63], [-1.03, -1.56, -3.34], [-2.33, -0.99, -0.32], [-0.79, -0.44, 1.77], [-0.05, 2.81, 0.98], [-1.39, 3.55, 1.12], [0.83, 3.37, 0.62], [0.12, 2.46, 2.00], [-0.02, 2.08, 0.17], [-1.68, 4.25, 0.33], [-1.31, 4.12, 2.06], [-2.15, 2.79, 1.25]],
  "lumo_ev": 0.9,
  "homo_energy_ev": -8.3,
  "smiles": "Cc1ccc(O)cc1.CC",
  "gap_ev": 9.19
}

1) is preferred energetically. Next in line: 0.0036 hartree higher.

1) {
  "formula": "C9H14O",
  "method": "ωB97M-V/def2-TZVPD",
  "species": ["C", "C", "C", "C", "C", "O", "C", "C", "H", "H", "H", "H", "H", "H", "H", "H", "C", "C", "H", "H", "H", "H", "H", "H"],
  "positions_angstrom": [[-1.74, -0.75, 3.01], [-0.71, 0.08, 2.32], [-0.91, 0.53, 1.03], [0.15, 1.09, 0.32], [1.36, 1.28, 0.96], [2.45, 1.74, 0.26], [1.55, 0.91, 2.28], [0.48, 0.34, 2.96], [-1.82, -0.59, 4.08], [-1.66, -1.83, 2.91], [-2.74, -0.47, 2.66], [-1.84, 0.33, 0.53], [0.01, 1.46, -0.69], [2.17, 1.95, -0.64], [2.49, 0.99, 2.81], [0.64, 0.05, 3.99], [0.53, -1.22, -3.09], [-0.46, -0.57, -4.06], [1.12, -0.41, -2.74], [-0.01, -1.68, -2.30], [1.20, -1.95, -3.54], [-1.05, 0.22, -3.64], [-0.03, -0.20, -4.99], [-1.18, -1.30, -4.43]],
  "lumo_ev": 0.8,
  "homo_energy_ev": -8.4,
  "smiles": "Cc1ccc(O)cc1.CC",
  "gap_ev": 9.23
}

2) {
  "formula": "C9H14O",
  "method": "ωB97M-V/def2-TZVPD",
  "species": ["C", "C", "C", "C", "C", "O", "C", "C", "H", "H", "H", "H", "H", "H", "H", "H", "C", "C", "H", "H", "H", "H", "H", "H"],
  "positions_angstrom": [[2.07, 0.53, -2.61], [0.84, 0.68, -1.76], [0.72, 0.11, -0.50], [-0.41, 0.24, 0.29], [-1.40, 1.13, -0.12], [-2.44, 1.50, 0.70], [-1.30, 1.73, -1.36], [-0.20, 1.52, -2.16], [2.83, -0.04, -2.08], [2.47, 1.51, -2.85], [1.87, 0.04, -3.56], [1.49, -0.54, -0.11], [-0.47, -0.29, 1.24], [-2.61, 0.77, 1.33], [-2.06, 2.44, -1.66], [-0.13, 1.99, -3.13], [1.12, -2.47, 2.58], [0.47, -3.48, 3.52], [1.26, -1.48, 3.03], [2.17, -2.72, 2.38], [0.65, -2.42, 1.60], [0.66, -3.22, 4.55], [0.83, -4.49, 3.38], [-0.62, -3.46, 3.44]],
  "lumo_ev": 0.8,
  "homo_energy_ev": -8.5,
  "smiles": "Cc1ccc(O)cc1.CC",
  "gap_ev": 9.24
}

3) {
  "formula": "C9H14O",
  "method": "ωB97M-V/def2-TZVPD",
  "species": ["C", "C", "C", "C", "C", "O", "C", "C", "H", "H", "H", "H", "H", "H", "H", "H", "C", "C", "H", "H", "H", "H", "H", "H"],
  "positions_angstrom": [[2.30, -0.09, -1.73], [1.46, -0.62, -0.65], [1.47, -0.04, 0.62], [0.50, -0.40, 1.54], [-0.24, -1.58, 1.39], [-1.16, -1.82, 2.37], [-0.25, -2.20, 0.17], [0.68, -1.77, -0.79], [1.70, 0.59, -2.36], [2.55, -0.86, -2.50], [3.26, 0.30, -1.38], [2.15, 0.78, 0.80], [0.46, 0.07, 2.51], [-1.42, -2.71, 2.56], [-0.94, -2.99, -0.14], [0.68, -2.20, -1.79], [-1.77, 1.43, 0.43], [-1.60, 2.45, -0.67], [-1.33, 0.44, 0.37], [-1.08, 1.63, 1.30], [-2.77, 1.34, 0.83], [-2.38, 3.22, -0.59], [-1.62, 1.98, -1.66], [-0.66, 3.04, -0.63]],
  "lumo_ev": 0.9,
  "homo_energy_ev": -8.4,
  "smiles": "Cc1ccc(O)cc1.CC",
  "gap_ev": 9.30
}

4) {
  "formula": "C9H14O",
  "method": "ωB97M-V/def2-TZVPD",
  "species": ["C", "C", "C", "C", "C", "C", "C", "H", "H", "H", "H", "H", "H", "H", "H", "C", "C", "O", "H", "H", "H", "H", "H", "H"],
  "positions_angstrom": [[2.23, -1.12, -0.15], [0.85, -1.38, 0.28], [-0.32, -0.85, -0.27], [-1.56, -1.40, 0.03], [-1.64, -2.34, 1.09], [-0.49, -2.72, 1.78], [0.74, -2.25, 1.42], [2.22, -0.98, -1.31], [2.95, -1.85, 0.32], [2.70, -0.13, -0.11], [-0.17, -0.14, -1.09], [-2.42, -1.29, -0.62], [-2.56, -2.83, 1.30], [-0.54, -3.39, 2.65], [1.58, -2.39, 2.09], [-1.34, 2.95, -0.93], [0.07, 2.72, -0.41], [0.84, 2.43, -1.54], [-2.14, 2.68, -0.17], [-1.59, 2.11, -1.59], [-1.56, 3.91, -1.30], [0.47, 3.65, 0.16], [0.11, 1.70, 0.12], [1.56, 2.93, -1.73]],
  "lumo_ev": 0.9,
  "homo_energy_ev": -8.6,
  "smiles": "Cc1ccccc1.CCO",
  "gap_ev": 9.46
}

2) is preferred energetically. Next in line: 0.0031 hartree higher.

1) {
  "formula": "C9H14O",
  "method": "ωB97M-V/def2-TZVPD",
  "species": ["C", "C", "C", "C", "C", "C", "C", "C", "H", "H", "H", "H", "H", "H", "H", "H", "H", "H", "C", "O", "H", "H", "H", "H"],
  "positions_angstrom": [[-0.34, -2.62, -0.64], [0.40, -1.47, 0.13], [0.83, -0.25, -0.61], [1.28, 0.85, 0.09], [1.74, 2.02, -0.54], [1.48, 2.18, -1.89], [0.89, 1.14, -2.61], [0.66, -0.07, -2.00], [0.04, -3.48, -0.09], [-0.18, -2.76, -1.70], [-1.40, -2.48, -0.42], [-0.25, -1.03, 0.91], [1.23, -1.90, 0.70], [1.37, 0.69, 1.17], [2.11, 2.81, 0.09], [1.85, 3.09, -2.33], [0.74, 1.24, -3.68], [0.46, -0.95, -2.59], [-2.22, 0.39, 2.99], [-1.71, 0.39, 1.68], [-1.61, 0.82, 3.79], [-3.21, 0.82, 3.00], [-2.35, -0.65, 3.29], [-1.82, 1.23, 1.23]],
  "lumo_ev": 0.8,
  "homo_energy_ev": -8.7,
  "smiles": "CCc1ccccc1.CO",
  "gap_ev": 9.48
}

2) {
  "formula": "C9H14O",
  "method": "ωB97M-V/def2-TZVPD",
  "species": ["C", "C", "C", "C", "C", "O", "C", "C", "H", "H", "H", "H", "H", "H", "H", "H", "C", "C", "H", "H", "H", "H", "H", "H"],
  "positions_angstrom": [[-0.63, -0.84, 2.03], [0.26, -0.87, 0.75], [1.62, -0.68, 0.73], [2.32, -1.05, -0.39], [1.64, -1.47, -1.53], [2.43, -1.56, -2.65], [0.22, -1.57, -1.56], [-0.46, -1.31, -0.38], [-1.44, -0.11, 1.81], [-0.19, -0.11, 2.70], [-0.85, -1.89, 2.25], [2.12, -0.35, 1.66], [3.32, -0.67, -0.63], [1.83, -1.79, -3.36], [-0.27, -1.90, -2.47], [-1.49, -1.61, -0.37], [-1.67, 1.93, -0.45], [-0.95, 2.50, 0.75], [-1.89, 2.77, -1.13], [-1.05, 1.25, -0.97], [-2.60, 1.41, -0.23], [-0.39, 1.74, 1.30], [-1.67, 2.84, 1.51], [-0.23, 3.32, 0.63]],
  "lumo_ev": 0.9,
  "homo_energy_ev": -8.4,
  "smiles": "Cc1ccc(O)cc1.CC",
  "gap_ev": 9.23
}

1) is preferred energetically. Next in line: 0.0041 hartree higher.